(1)
The following is a DFT calculation (ωB97M-V/def2-TZVPD) of C8H10ClPS2 as an isolated structure.

ORCA input file:
```
! RIJCOSX wB97M-V def2-TZVPD def2/J DEFGRID3
* xyz 0 1
C 3.59 0.64 0.03
C 3.12 0.12 -1.12
C 3.00 0.38 1.23
C 1.85 -0.50 -1.08
C 1.84 -0.26 1.34
C 1.18 -0.68 0.17
C -4.08 0.49 -0.40
C -2.77 1.06 -0.05
P -0.23 -1.69 0.15
S -1.02 -2.17 -1.55
S -1.99 0.17 1.38
Cl -0.21 -3.13 1.53
H 4.56 1.32 0.14
H 3.69 0.25 -2.02
H 3.44 0.72 2.18
H 1.27 -0.82 -2.05
H 1.39 -0.32 2.29
H -3.99 -0.53 -0.87
H -4.85 0.64 0.46
H -4.67 1.16 -1.17
H -2.99 2.12 0.38
H -2.11 1.04 -0.94
*
```

Computed properties:
- total energy (eV) = -51938.814
- HOMO-LUMO gap (eV) = 7.11



(2)
The following is a DFT calculation (ωB97M-V/def2-TZVPD) of a 2-piece molecular cluster, C3H10N7O3S overall.

ORCA input file:
```
! RIJCOSX wB97M-V def2-TZVPD def2/J DEFGRID3
* xyz 1 1
C -0.89 -0.28 1.45
C 0.79 1.38 -0.58
C -1.16 -0.84 -0.98
N -1.42 0.60 2.27
N 0.13 -1.08 1.82
N -0.28 2.25 -0.73
N -2.15 -1.54 -1.48
N 0.97 0.22 -1.22
N -1.37 -0.38 0.26
N -0.14 -0.50 -1.76
O 3.69 0.22 -0.01
O 1.73 1.87 0.21
O 2.60 -1.97 0.16
S 3.44 -1.07 -0.57
H -1.23 0.55 3.19
H -2.26 1.14 2.00
H 0.53 -1.12 2.79
H 0.56 -1.67 1.07
H -0.69 2.15 -1.63
H -0.07 3.19 -0.48
H -2.84 -1.87 -0.83
H -2.17 -1.76 -2.44
H 2.34 1.11 0.30
H -0.10 -0.59 -2.82
*
```

Computed properties:
- total energy (eV) = -30675.596
- HOMO-LUMO gap (eV) = 8.43



(3)
The following is a DFT calculation (ωB97M-V/def2-TZVPD) of one molecule with the formula C5H10N2O.

ORCA input file:
```
! RIJCOSX wB97M-V def2-TZVPD def2/J DEFGRID3
* xyz 0 1
C 0.70 1.48 -0.74
C -0.02 0.27 -0.16
N -1.36 0.56 0.36
N -1.28 -1.48 -1.28
C -0.08 -0.89 -1.11
H -1.83 1.30 -0.14
H -1.36 0.81 1.35
H -1.94 -1.27 -0.52
H -1.33 -2.39 -1.71
H 0.67 -1.02 -1.88
H 1.68 1.19 -1.13
H 0.12 1.93 -1.56
H 0.85 2.23 0.04
C 0.93 -0.31 2.16
C 0.92 -0.54 0.83
O 1.39 -1.48 0.11
H 0.40 0.53 2.59
H 1.56 -0.92 2.80
*
```

Computed properties:
- total energy (eV) = -10372.771
- HOMO-LUMO gap (eV) = 8.11



(4)
The following is a DFT calculation (ωB97M-V/def2-TZVPD) of one molecule with the formula C3H7N3.

ORCA input file:
```
! RIJCOSX wB97M-V def2-TZVPD def2/J DEFGRID3
* xyz 0 1
N 2.09 1.75 0.86
C 1.24 1.01 0.39
C 0.42 0.01 0.15
N 0.81 -1.25 -0.37
C -1.07 0.37 0.08
N -1.92 -0.64 -0.49
H 2.43 2.54 0.32
H 1.82 -1.36 -0.34
H 0.36 -2.02 0.12
H -1.44 0.64 1.07
H -1.07 1.31 -0.54
H -2.09 -1.40 0.15
H -1.56 -0.96 -1.39
*
```

Computed properties:
- total energy (eV) = -7692.871
- HOMO-LUMO gap (eV) = 8.40



(5)
The following is a DFT calculation (ωB97M-V/def2-TZVPD) of C27H46N7OPPmS2Se as an isolated structure.

ORCA input file:
```
! RIJCOSX wB97M-V def2-TZVPD def2/J DEFGRID3
* xyz 1 5
Pm 0.81 0.77 -0.99
O 3.21 1.45 -1.54
C 4.42 0.80 -1.13
C 4.48 0.55 0.38
C 3.36 -0.34 0.94
C 3.10 -1.56 0.10
C 3.55 -2.82 0.48
C 3.31 -3.91 -0.35
C 2.69 -3.69 -1.57
C 2.27 -2.41 -1.87
N 2.42 -1.36 -1.05
H 3.36 2.40 -1.41
H 5.28 1.42 -1.42
H 4.47 -0.14 -1.69
H 4.43 1.51 0.90
H 5.45 0.10 0.60
H 2.42 0.24 1.00
H 3.63 -0.64 1.95
H 4.07 -2.94 1.41
H 3.63 -4.90 -0.06
H 2.53 -4.50 -2.26
H 1.81 -2.21 -2.83
Se -0.82 5.35 -1.08
C -0.39 3.77 -1.56
N -0.06 2.68 -1.87
S 1.65 2.89 1.06
C 2.12 4.35 0.44
N 2.09 5.50 1.12
C 2.37 6.72 0.40
C 3.28 6.34 -0.75
S 2.85 4.60 -1.14
H 1.61 5.53 2.01
H 2.85 7.44 1.07
H 1.43 7.14 0.03
H 4.34 6.35 -0.48
H 3.12 6.94 -1.64
N 0.13 -0.10 0.90
P -1.26 -0.62 0.50
N -1.56 -0.30 -1.28
C -1.06 -1.42 -2.07
C -0.65 -0.92 -3.46
C -1.77 -0.02 -4.06
C -3.06 -0.20 -3.27
C -2.85 0.18 -1.80
N -1.45 -2.28 0.60
C -2.69 -2.99 0.39
C -2.88 -4.05 1.48
C -1.77 -5.10 1.38
C -0.47 -4.48 0.85
C -0.38 -3.02 1.25
N -2.71 -0.01 1.21
C -2.76 -0.42 2.61
C -1.93 0.50 3.50
C -2.46 1.94 3.46
C -3.44 2.11 2.31
C -2.94 1.43 1.04
H -1.83 -2.20 -2.18
H -0.20 -1.86 -1.54
H -0.47 -1.78 -4.11
H 0.29 -0.33 -3.39
H -1.93 -0.27 -5.11
H -1.47 1.03 -4.00
H -3.42 -1.22 -3.37
H -3.84 0.45 -3.69
H -3.68 -0.22 -1.20
H -2.86 1.27 -1.73
H -2.68 -3.50 -0.58
H -3.51 -2.27 0.39
H -3.86 -4.52 1.36
H -2.86 -3.57 2.46
H -2.08 -5.91 0.72
H -1.60 -5.53 2.36
H -0.43 -4.54 -0.24
H 0.39 -5.03 1.24
H 0.57 -2.57 0.95
H -0.44 -2.95 2.35
H -2.35 -1.43 2.68
H -3.80 -0.45 2.94
H -0.90 0.47 3.11
H -1.93 0.11 4.52
H -1.62 2.63 3.32
H -2.95 2.21 4.40
H -3.60 3.17 2.09
H -4.41 1.68 2.58
H -2.00 1.91 0.71
H -3.70 1.58 0.26
*
```

Computed properties:
- total energy (eV) = -154082.843
- HOMO-LUMO gap (alpha / beta) (eV) = 8.10 / 8.15



(6)
The following is a DFT calculation (ωB97M-V/def2-TZVPD) of a 7-piece molecular cluster, C22H60N2O12 overall.

ORCA input file:
```
! RIJCOSX wB97M-V def2-TZVPD def2/J DEFGRID3
* xyz 0 1
C -2.67 1.93 2.36
O -1.81 2.39 3.40
C -0.46 2.45 3.05
C 0.38 2.79 4.36
N 1.77 2.94 4.07
C 2.57 3.32 5.19
C 3.94 3.88 4.85
O 4.74 4.12 5.82
C 6.01 4.52 5.24
H -3.78 2.02 2.53
H -2.46 0.90 2.23
H -2.45 2.52 1.44
H -0.45 3.30 2.26
H -0.36 1.44 2.64
H 0.35 1.88 5.05
H -0.04 3.66 4.83
H 1.98 2.21 3.45
H 2.80 2.48 5.93
H 1.91 4.06 5.64
H 3.65 4.79 4.34
H 4.40 3.22 4.14
H 6.67 4.97 5.88
H 5.87 5.25 4.38
H 6.59 3.67 4.96
C 3.43 -0.18 6.21
O 2.10 0.02 5.80
C 1.63 -0.98 5.03
C 1.82 -0.50 3.60
N 1.10 -1.50 2.78
C 0.94 -1.09 1.38
C 0.36 -2.26 0.63
O 0.03 -2.02 -0.56
C -0.23 -3.22 -1.24
H 3.44 -1.01 6.91
H 3.75 0.54 6.90
H 4.17 -0.27 5.38
H 0.56 -1.06 5.40
H 2.11 -1.89 5.17
H 2.84 -0.34 3.27
H 1.18 0.41 3.55
H 1.60 -2.40 2.69
H 1.91 -0.84 1.00
H 0.34 -0.13 1.37
H -0.52 -2.58 1.16
H 1.13 -3.05 0.75
H -1.00 -3.92 -0.97
H 0.68 -3.81 -1.16
H -0.35 -3.16 -2.26
O 0.73 2.24 -1.96
C 2.09 2.14 -2.42
C 2.46 0.84 -1.83
O 3.85 0.65 -2.06
H 0.27 1.40 -2.15
H 1.88 2.09 -3.51
H 2.76 3.01 -2.18
H 1.95 -0.03 -2.30
H 2.28 0.77 -0.75
H 4.12 -0.26 -1.84
O 0.33 0.44 -5.08
C -0.57 -0.31 -5.90
C -0.34 -1.67 -5.47
O 0.96 -2.08 -5.78
H 0.02 0.37 -4.19
H -1.55 0.11 -5.84
H -0.41 -0.03 -6.89
H -1.05 -2.24 -6.03
H -0.68 -2.00 -4.42
H 1.53 -1.35 -5.52
O -3.63 -4.26 -4.34
C -3.80 -3.48 -5.53
C -3.83 -2.11 -5.17
O -3.56 -1.18 -6.25
H -3.21 -5.05 -4.61
H -2.98 -3.81 -6.17
H -4.74 -3.77 -5.96
H -3.09 -2.01 -4.39
H -4.83 -1.83 -4.79
H -3.74 -1.59 -7.09
C -5.00 -1.33 -1.88
C -3.92 -2.33 -1.66
O -4.15 -3.03 -0.46
H -5.87 -1.78 -2.28
H -4.64 -0.55 -2.63
H -5.36 -0.82 -0.97
H -2.92 -1.83 -1.61
H -3.96 -2.93 -2.48
H -3.68 -3.82 -0.53
C -2.09 0.75 -1.08
C -1.83 0.44 -2.48
O -0.57 -0.21 -2.51
H -1.50 1.61 -0.74
H -1.98 -0.01 -0.36
H -3.15 0.92 -1.10
H -1.78 1.34 -3.14
H -2.60 -0.18 -2.84
H -0.37 -0.70 -1.66
*
```

Computed properties:
- total energy (eV) = -51326.652
- HOMO-LUMO gap (eV) = 8.42



Sequential F_max output: 4.44, 3.38, 3.64, 1.32, 2.83, 8.16 eV/A